{"formula": "H26O13", "method": "wB97M-V/def2-TZVPD", "lumo_energy_ev": -0.07, "spin_multiplicity": 1, "relative_energy_kj_mol": 131.5, "orbital_gap_ha": 0.3649, "max_force_ev_per_a": 1.56, "symbols": ["O", "H", "H", "O", "H", "H", "O", "H", "H", "O", "H", "H", "O", "H", "H", "O", "H", "H", "O", "H", "H", "O", "H", "H", "O", "H", "H", "O", "H", "H", "O", "H", "H", "O", "H", "H", "O", "H", "H"], "xyz": [[-1.538338, 1.125422, 1.534333], [-2.191298, 1.358402, 2.194323], [-1.560718, 1.849402, 0.908563], [2.680922, -1.111388, 3.740493], [3.041702, -1.939638, 3.424153], [2.088892, -0.826108, 3.044543], [0.009392, -1.285788, -2.751827], [0.162192, -1.100458, -1.825257], [0.619132, -1.994088, -2.958627], [2.592292, 1.603062, -2.066217], [3.180882, 1.891452, -1.368637], [2.256992, 0.759092, -1.763697], [-0.792708, 1.322542, -3.122007], [-0.127388, 1.703142, -3.695357], [-0.450798, 0.456652, -2.899397], [-1.759608, -2.449378, -0.107847], [-2.501768, -1.944888, -0.440897], [-1.022628, -1.839208, -0.136117], [2.953012, -1.101698, -1.310507], [3.595032, -0.744638, -0.696867], [2.725292, -1.957988, -0.948357], [0.363132, 3.471182, 0.637343], [-0.349538, 3.343252, 0.011283], [0.250912, 4.369432, 0.948453], [0.032632, -1.023088, 2.808473], [-0.672808, -0.386718, 2.691793], [0.072472, -1.166538, 3.754023], [-1.811718, 2.492402, -0.967627], [-2.713408, 2.640282, -1.252787], [-1.357218, 2.192372, -1.754797], [-3.379708, -0.040298, -0.371157], [-2.778668, 0.493562, 0.148433], [-3.599928, 0.509332, -1.123247], [0.109902, -0.476968, -0.223347], [-0.268998, 0.399492, -0.156347], [0.791882, -0.495548, 0.448073], [0.749132, -3.484738, 1.660983], [0.053822, -4.019348, 2.044343], [0.547642, -2.591968, 1.941333]], "forces_ev_per_angstrom": [[-0.17, -0.49, 0.41], [-0.23, 0.10, 0.26], [0.22, 0.64, -0.37], [0.29, 0.12, 0.27], [0.09, -0.29, -0.03], [-0.31, 0.13, -0.16], [-0.12, -0.01, -0.69], [0.12, -0.04, 0.72], [0.08, -0.08, -0.27], [-0.09, 0.41, -0.25], [0.08, 0.22, 0.14], [-0.10, -0.50, -0.02], [-0.43, 0.86, 0.07], [0.23, 0.16, -0.11], [0.23, -0.95, -0.22], [-0.23, -0.88, 0.20], [-0.23, 0.28, -0.06], [0.05, 0.14, 0.08], [-0.13, 0.06, -0.06], [0.34, 0.06, 0.11], [-0.12, -0.37, 0.12], [0.31, -0.14, 0.29], [-0.33, 0.06, -0.46], [0.06, 0.21, 0.10], [0.15, 0.05, 0.04], [-0.27, 0.32, -0.54], [0.23, -0.18, 0.37], [-0.43, 0.52, 1.26], [-0.20, 0.22, 0.01], [0.71, -0.62, -1.25], [-0.52, -0.23, -0.23], [0.37, -0.03, 0.37], [-0.08, -0.07, -0.27], [0.39, 0.23, -0.06], [-0.26, 0.27, 0.09], [0.23, -0.07, 0.24], [0.71, -0.34, -0.21], [-0.23, -0.09, -0.09], [-0.41, 0.34, 0.18]], "mulliken_charge": [-0.609, 0.227, 0.240, -0.652, 0.325, 0.344, -0.721, 0.381, 0.330, -0.620, 0.294, 0.337, -0.700, 0.312, 0.346, -0.652, 0.324, 0.413, -0.610, 0.303, 0.299, -0.599, 0.390, 0.290, -0.559, 0.195, 0.312, -0.750, 0.277, 0.407, -0.611, 0.352, 0.309, -0.356, 0.243, 0.152, -0.598, 0.291, 0.345]}

***

{"formula": "H26O13", "method": "wB97M-V/def2-TZVPD", "lumo_energy_ev": -0.31, "spin_multiplicity": 1, "relative_energy_kj_mol": 251.9, "orbital_gap_ha": 0.3478, "max_force_ev_per_a": 5.65, "symbols": ["O", "H", "H", "O", "H", "H", "O", "H", "H", "O", "H", "H", "O", "H", "H", "O", "H", "H", "O", "H", "H", "O", "H", "H", "O", "H", "H", "O", "H", "H", "O", "H", "H", "O", "H", "H", "O", "H", "H"], "xyz": [[4.588535, 10.688169, 17.783969], [4.822616, 10.956361, 16.910552], [3.913524, 11.354586, 17.989852], [3.899662, 14.655709, 16.902600], [3.649976, 15.004215, 17.776778], [4.822411, 14.958498, 16.900945], [-0.987918, 11.721669, 15.393049], [-0.653265, 11.219589, 14.669883], [-0.532051, 11.376367, 16.151156], [-1.991044, 12.515480, 17.849237], [-1.180517, 12.604873, 18.317141], [-1.758259, 12.759093, 16.930740], [4.810602, 12.360651, 15.609151], [5.636144, 12.403473, 16.101927], [4.235345, 12.767400, 16.269076], [0.851677, 14.610458, 17.403907], [1.088072, 15.494735, 17.233137], [0.789953, 14.481750, 18.354236], [0.187344, 10.612135, 18.483547], [0.738106, 9.878794, 18.410741], [-0.712567, 10.252061, 18.727249], [-0.210709, 13.240954, 19.826873], [0.414439, 12.691484, 20.258177], [-1.046517, 13.185902, 20.278511], [1.669422, 13.238729, 14.979000], [1.829427, 13.718511, 15.805134], [1.027159, 13.675157, 14.481495], [2.308089, 12.138914, 17.859819], [1.920287, 12.938519, 17.494225], [1.458467, 11.710715, 18.084872], [2.004206, 12.003558, 21.135548], [1.767519, 11.435803, 21.880911], [2.624593, 11.450053, 20.660154], [5.196551, 13.174447, 19.180850], [4.400390, 13.556266, 18.734915], [5.463804, 13.898209, 19.717389], [2.838615, 14.944751, 19.335138], [2.780223, 15.815329, 19.478874], [3.136042, 14.650586, 20.203350]], "forces_ev_per_angstrom": [[-0.25, -0.42, 1.31], [0.21, -0.14, -1.21], [0.04, -0.43, 0.10], [0.67, 0.87, 0.60], [-0.60, -0.40, -0.30], [-0.09, -0.35, -0.71], [-0.81, 0.57, 0.14], [0.44, -0.41, -0.93], [0.43, -0.28, 0.65], [-1.08, -0.02, -1.28], [1.21, 0.34, 0.76], [-0.42, -0.20, 0.56], [0.42, 0.01, 0.21], [0.48, 0.00, -0.29], [-0.57, 0.23, -0.41], [-0.61, -1.71, -0.18], [0.43, 1.62, -0.19], [-0.16, 0.11, 0.36], [-3.10, 0.91, 0.66], [1.57, -2.22, -0.25], [1.37, 0.82, -0.53], [-0.57, 1.32, -1.10], [1.21, -1.07, 0.92], [-0.38, -0.02, 0.34], [2.06, -1.36, 1.16], [-0.37, 0.15, -0.66], [-1.65, 1.24, -0.84], [-1.00, 0.14, 0.31], [0.45, 0.65, -0.21], [0.59, -0.26, 0.13], [-0.24, -0.23, 0.51], [-0.08, 0.26, 0.05], [0.37, 0.05, -0.59], [-1.30, -0.09, -0.97], [0.84, -0.89, 0.24], [0.71, 0.89, 0.89], [0.48, -4.48, 0.20], [-0.67, 5.59, 0.53], [-0.06, -0.76, 0.04]], "mulliken_charge": [-0.682, 0.486, 0.146, -0.501, 0.336, 0.325, -0.624, 0.286, 0.302, -0.659, 0.307, 0.420, -0.759, 0.301, 0.343, -0.544, 0.242, 0.256, -0.538, 0.211, 0.267, -0.620, 0.302, 0.294, -0.563, 0.259, 0.245, -0.007, 0.033, 0.227, -0.622, 0.268, 0.297, -0.582, 0.290, 0.284, -0.498, 0.231, 0.240]}

***

{"formula": "H26O13", "method": "wB97M-V/def2-TZVPD", "lumo_energy_ev": -0.52, "spin_multiplicity": 1, "relative_energy_kj_mol": 218.2, "orbital_gap_ha": 0.3663, "max_force_ev_per_a": 3.58, "symbols": ["O", "H", "H", "O", "H", "H", "O", "H", "H", "O", "H", "H", "O", "H", "H", "O", "H", "H", "O", "H", "H", "O", "H", "H", "O", "H", "H", "O", "H", "H", "O", "H", "H", "O", "H", "H", "O", "H", "H"], "xyz": [[2.656513, -0.026487, 2.237897], [2.831513, 0.920513, 2.073897], [1.720513, 0.007513, 2.451897], [0.502513, 0.535513, 0.161897], [0.554513, 0.344513, -0.790103], [-0.464487, 0.544513, 0.469897], [0.456513, -2.036487, 0.844897], [0.577513, -1.106487, 0.660897], [1.258513, -2.454487, 0.604897], [-1.056487, -2.372487, -1.372103], [-0.820487, -2.240487, -0.458103], [-0.911487, -3.293487, -1.583103], [4.151513, -0.635487, -1.658103], [3.181513, -0.592487, -1.819103], [4.566513, 0.089513, -2.131103], [-2.346487, 1.196513, -2.569103], [-2.620487, 1.797513, -3.277103], [-1.533487, 1.597513, -2.209103], [1.845513, 2.702513, 1.391897], [1.471513, 2.025513, 0.791897], [1.741513, 3.526513, 0.874897], [0.278513, 1.935513, -2.370103], [0.003513, 2.714513, -2.784103], [1.129513, 2.189513, -2.010103], [1.484513, -0.948487, -1.970103], [1.133513, -0.352487, -2.562103], [0.848513, -1.657487, -2.037103], [-1.964487, 0.824513, 0.819897], [-2.731487, 0.543513, 1.303897], [-1.925487, 1.789513, 0.708897], [0.054513, -0.234487, 3.246897], [-0.044487, 0.722513, 3.109897], [0.671513, -0.370487, 3.932897], [-2.035487, -2.160487, 2.439897], [-1.339487, -1.570487, 2.097897], [-2.355487, -1.779487, 3.255897], [-3.966487, -0.533487, -0.651103], [-3.911487, -1.450487, -0.561103], [-3.092487, -0.191487, -0.668103]], "forces_ev_per_angstrom": [[0.41, 0.94, 0.04], [0.29, -0.60, 0.01], [-0.19, -0.48, -0.24], [-0.88, 0.50, 0.42], [-0.24, -0.21, 0.54], [1.39, -0.09, -0.84], [-1.58, -0.54, 0.63], [0.61, 0.91, -0.07], [1.33, -0.61, -0.24], [-0.40, 0.41, -1.52], [0.55, -0.33, 0.99], [-0.08, -0.31, 0.22], [-0.39, 0.09, -0.03], [0.92, -0.18, 0.12], [-0.09, 0.00, -0.03], [0.26, 0.62, 0.05], [-0.06, -0.29, 0.22], [-0.49, -0.51, -0.21], [-0.35, 0.63, -0.88], [-0.03, -0.20, 0.29], [0.23, -0.51, 0.64], [0.97, -1.44, 0.82], [-0.80, 1.89, -1.35], [0.35, -0.13, 0.36], [1.02, -1.34, 1.55], [-1.09, 2.38, -2.45], [-0.59, -0.88, 0.42], [0.87, 0.83, -0.38], [-0.78, -0.05, 0.33], [-0.60, -0.49, 0.27], [-1.53, 0.80, -1.43], [0.11, -0.36, 0.36], [1.07, -0.14, 1.43], [-0.05, 0.09, -0.71], [-0.12, -0.50, 0.60], [0.14, 0.23, 0.20], [-1.73, 1.81, 0.09], [0.34, -2.23, 0.19], [1.20, 0.29, -0.38]], "mulliken_charge": [-0.609, 0.360, 0.276, -0.451, 0.115, 0.442, -0.639, 0.444, 0.284, -0.690, 0.393, 0.274, -0.631, 0.435, 0.287, -0.596, 0.279, 0.349, -0.676, 0.297, 0.287, -0.610, 0.281, 0.257, -0.666, 0.336, 0.240, -0.518, 0.289, 0.212, -0.618, 0.320, 0.265, -0.631, 0.300, 0.294, -0.630, 0.303, 0.343]}